# 1
Formula: C39H74NO6S6
Source: OMol25
Level of theory: wB97M-V/def2-TZVPD

Element x y z (Å)
C 1.36218 -2.28109 2.12609
C 0.91178 -1.74384 0.71988
C 0.63632 -0.38778 0.80607
C 0.29712 0.16306 -0.46252
N 0.17959 1.64412 -0.62905
C -0.61787 2.28484 0.39992
C -1.28808 3.55776 -0.08083
C -1.01626 3.44918 -1.68984
C -0.59287 1.97220 -1.80584
C 1.54056 2.17653 -0.73429
H 2.08605 -1.86008 2.65359
H 1.50192 -3.36425 2.21711
H 0.19878 -2.14793 2.65824
H 0.16290 -2.45551 0.25048
H 1.90878 -1.94777 -0.03690
H 1.50350 0.06589 1.34322
H -0.21141 -0.18824 1.43117
H -0.64322 -0.30970 -0.98840
H 0.75546 -0.02111 -1.27177
H -0.03196 2.69842 1.22943
H -1.31342 1.42635 0.82331
H -1.14638 4.49055 0.58052
H -2.32803 3.35410 0.12517
H -0.24697 4.08703 -2.06232
H -1.99651 3.74332 -2.38199
H -0.02682 1.74214 -2.65824
H -1.61866 1.37441 -1.56597
H 1.80386 1.74353 -1.67278
H 2.22226 1.96680 0.02585
H 1.48167 3.22940 -0.87106
C 1.31741 -4.90177 -1.01134
S 2.57545 -4.72608 -2.31385
O 3.35921 -6.05716 -2.40468
C 1.41190 -4.77838 -3.70382
H 0.69696 -5.84070 -0.90633
H 0.62848 -3.94118 -0.95779
H 1.76226 -4.93722 -0.14046
H 2.12327 -4.89318 -4.53753
H 0.73162 -3.82039 -3.69553
H 0.74872 -5.60951 -3.50459
C -1.17765 1.48894 -7.33673
S -1.92887 0.85197 -5.83508
O -0.84070 0.71674 -4.71887
C -2.44151 2.61272 -5.39799
H -0.90349 2.52403 -7.25475
H -1.83300 1.12952 -8.10431
H -0.17800 1.10710 -7.26773
H -1.67311 3.29374 -4.96829
H -3.32285 2.30959 -4.70058
H -2.91426 3.00655 -6.26195
C 3.56957 -1.09955 -5.30414
S 2.14193 -0.43227 -4.41685
O 2.72288 -0.08397 -3.04182
C 2.22335 1.03633 -5.42266
H 4.33560 -0.31308 -5.33569
H 3.39260 -1.37530 -6.21630
H 3.93142 -1.75284 -4.50784
H 1.97878 1.02643 -6.35084
H 3.10955 1.61878 -5.39799
H 1.58568 1.61727 -4.98904
C -3.36464 -2.33807 3.31731
S -4.40293 -2.45772 1.79282
O -5.48048 -1.40227 1.88755
C -3.18459 -2.20508 0.50619
H -2.80541 -3.06469 3.47060
H -3.92167 -2.44013 4.24346
H -2.94273 -1.32898 3.29686
H -4.06659 -2.09574 -0.35399
H -2.49035 -3.05179 0.26373
H -2.81578 -1.14022 0.51092
C -3.53442 -1.22099 -3.68531
S -1.94226 -2.04451 -3.66207
O -1.56712 -2.45406 -2.22080
C -2.70583 -3.62335 -4.38045
H -3.82616 -1.11678 -4.74790
H -3.26532 -0.15802 -3.36194
H -4.39527 -1.70594 -3.12596
H -3.00857 -3.48846 -5.23212
H -3.41924 -4.12015 -3.79803
H -1.73305 -3.92582 -4.83801
C 2.52871 7.55182 -1.47775
S 0.98776 8.05165 -0.64415
O 0.38774 6.74607 -0.18253
C 1.82300 8.76255 0.80373
H 2.22027 7.05299 -2.46979
H 2.96595 6.79335 -0.97597
H 3.21975 8.43566 -1.78973
H 0.90227 8.85791 1.45186
H 2.12569 9.81216 0.43389
H 2.69141 7.93659 1.32590
C 2.46509 0.33985 6.07365
C 2.96143 1.20712 7.22991
C 2.76818 2.56789 7.01745
C 2.22467 3.00106 5.73687
C 1.96555 2.22620 4.69672
C 2.10836 0.71259 4.87519
H 2.34620 -0.66295 6.28284
H 3.49030 0.85439 8.12765
H 2.88123 3.17809 7.94591
H 1.85771 4.08015 5.63387
H 1.57884 2.55530 3.73646
H 1.76859 0.00788 4.02869
C 0.93507 -5.91995 4.51645
C 2.27830 -5.59263 3.73040
C 2.94078 -6.65618 2.98803
C 2.18234 -7.98515 2.88556
C 1.05179 -8.29789 3.54571
C 0.38770 -7.16349 4.36328
H 0.75257 -5.27616 5.32387
H 2.77366 -4.65561 3.69299
H 3.95847 -6.56680 2.50977
H 2.88666 -8.78282 2.32666
H 0.72228 -9.39607 3.43076
H -0.41637 -7.50932 4.87984
C -3.72516 1.28617 3.47709
C -3.99039 2.53213 2.65012
C -3.41850 3.69467 3.04325
C -2.42004 3.78429 4.13045
C -2.15147 2.68639 4.96463
C -2.79813 1.42249 4.59285
H -4.03171 0.41031 3.35610
H -4.44394 2.39030 1.71875
H -3.42991 4.55625 2.53788
H -2.05220 4.81387 4.20593
H -1.47028 2.61386 5.66943
H -2.52530 0.68641 5.24380

## Properties
- LUMO (eV) = -2.029
- energy (Eh) = -4424.6683
- molecular weight (u) = 845.42
- relative energy (zero: lowest compared OMol25 entry of this formula, charge and spin) (kJ/mol) = 202.1
- charge = +1



# 2
Formula: C18H15F3
Source: OMol25
Level of theory: wB97M-V/def2-TZVPD

Element x y z (Å)
F 3.85110 -0.84981 -5.47154
C 2.98790 -0.53027 -4.45568
C 1.66424 -0.77174 -4.69123
C 0.75219 -0.52696 -3.68629
C 1.21390 -0.00567 -2.46640
C 2.58412 0.26753 -2.28941
C 3.47949 0.02085 -3.29543
H 1.39934 -1.23297 -5.63118
H -0.27655 -0.84008 -3.78654
H 0.46984 0.14778 -1.69879
H 2.89737 0.56754 -1.30034
H 4.54415 0.14072 -3.15930
F -0.73938 -1.65952 1.25696
C -0.87607 -2.31560 2.37552
C 0.00275 -3.33242 2.66339
C -0.06089 -3.99724 3.89637
C -1.02451 -3.61307 4.84841
C -1.92117 -2.61254 4.54821
C -1.90218 -1.95377 3.31101
H 0.71690 -3.66587 1.92501
H 0.57252 -4.86196 4.02851
H -1.17068 -4.14570 5.77650
H -2.59186 -2.23813 5.30742
H -2.59924 -1.15446 3.10701
F -1.76622 5.80669 -0.91647
C -1.48271 4.55462 -0.50879
C -0.22959 4.02325 -0.65938
C 0.06804 2.79133 -0.30557
C -0.80643 1.98814 0.41097
C -2.13340 2.43893 0.53274
C -2.46768 3.71516 0.10987
H 0.48068 4.59591 -1.23729
H 1.01098 2.29689 -0.48664
H -0.43735 1.00358 0.65761
H -2.80091 1.73367 1.00543
H -3.40879 4.21516 0.28516

## Properties
- LUMO (alpha / beta) (eV) = 2.830 / 2.756
- energy (Eh) = -994.4256
- molecular weight (u) = 288.31
- ⟨S²⟩ = 0.7554
- charge = -1
- 2S+1 = 2